Record 1
DFT (ωB97M-V/def2-TZVPD) results for a 7-piece molecular cluster, C6H25BrNO6 overall.

## Properties
HOMO level, eV: -4.42
Energy above the lowest of the compared OMol25 structures with the same formula, charge and spin, kJ/mol: 187.2
Calculated total energy, eV: -90446.2419
Total charge: -1

Structure (XYZ):
```
39
Properties=species:S:1:pos:R:3:forces:R:3
Br 2.792 1.061 0.746 -0.07 0.07 -0.04
C 1.370 6.121 2.914 0.17 -0.42 1.25
C 1.286 5.173 4.188 1.19 0.45 -1.91
O 0.635 3.971 3.910 -1.75 -0.29 0.26
H 1.767 7.085 3.234 0.23 0.08 -0.03
H 0.401 6.336 2.465 -0.17 -0.33 0.19
H 2.022 5.711 2.142 -0.01 -0.10 0.07
H 0.858 5.744 5.012 -0.43 -0.50 0.04
H 2.266 4.792 4.478 0.65 1.11 0.22
H 1.090 3.520 3.195 0.17 -0.11 -0.15
C -0.833 -2.735 -2.323 -1.91 -0.25 0.51
C -2.384 -2.636 -2.185 0.02 1.64 -0.38
C -2.909 -2.586 -0.718 0.44 0.75 0.13
O -2.795 -3.711 0.098 0.05 -1.98 -1.33
C -3.397 -4.891 -0.489 0.02 0.73 1.18
N -2.889 -1.380 -2.868 0.25 -0.26 0.89
H -0.321 -1.903 -1.839 -0.21 -0.01 0.14
H -0.561 -2.725 -3.379 0.13 -0.41 0.10
H -0.635 -3.663 -1.787 0.83 -0.09 -0.36
H -2.941 -3.349 -2.792 0.59 -1.25 0.61
H -3.955 -2.281 -0.676 -0.42 0.15 -0.56
H -2.383 -1.853 -0.106 0.24 0.48 -0.59
H -2.899 -5.336 -1.351 0.64 0.13 0.19
H -4.405 -4.681 -0.846 -0.34 0.18 0.21
H -3.428 -5.555 0.375 -0.13 -0.42 -0.45
H -3.882 -1.440 -2.694 -0.45 0.52 0.02
H -2.833 -1.569 -3.859 0.29 0.16 -0.31
O 4.210 -2.764 -1.915 0.12 -0.40 -0.21
H 4.230 -1.971 -2.451 -0.01 0.26 -0.02
H 3.733 -2.509 -1.126 -0.12 0.22 0.29
O 2.128 -3.037 3.698 -0.09 -0.36 0.08
H 2.168 -2.262 3.137 0.02 0.34 -0.30
H 2.497 -2.747 4.533 0.08 0.10 0.15
O 4.518 3.959 -2.205 0.16 0.18 -0.39
H 4.080 3.399 -1.564 -0.26 -0.43 0.34
H 4.816 4.715 -1.700 0.04 0.12 0.13
O -1.190 2.376 -1.839 -0.20 0.30 -0.14
H -0.637 2.004 -1.152 0.35 -0.09 0.26
H -1.590 1.616 -2.264 -0.11 -0.28 -0.10
```
Positions in Å, forces in eV/Å.

Results of the Löwdin charge analysis, in e, for atoms 1 through 6: number 1, Br, carries -0.87; number 2, C, carries -0.08; number 3, C, carries -0.32; number 4, O, carries -0.09; number 5, H, carries 0.05; number 6, H, carries 0.06



Record 2
DFT (ωB97M-V/def2-TZVPD) results for one molecule with the formula C4H6S2.

## Properties
HOMO level, eV: -8.96
Structure (SMILES): C=C(C=S)SC
Energy above the lowest of the compared OMol25 structures with the same formula, charge and spin, kJ/mol: 354.1
Calculated total energy, eV: -25911.6213
Total charge: 0

Structure (XYZ):
```
12
Properties=species:S:1:pos:R:3:forces:R:3
C -0.012 2.096 -0.322 5.98 0.29 2.16
C 0.095 0.832 0.186 0.77 0.91 0.47
C 1.291 0.030 0.833 0.89 0.59 -3.81
S 2.749 -0.311 -0.036 -3.39 0.92 2.37
S -1.505 0.035 0.350 0.83 -1.16 -0.93
C -1.002 -1.610 -0.330 2.05 -3.31 -1.29
H 0.759 3.062 -0.312 -1.25 -3.32 0.10
H -0.889 2.492 -0.560 -3.98 0.93 -1.30
H 0.968 -0.472 1.747 0.49 0.12 0.06
H -0.303 -1.693 -1.395 -1.79 1.11 3.14
H -1.896 -2.339 -0.724 1.88 1.97 1.83
H -0.255 -2.120 0.564 -2.49 0.95 -2.79
```
Positions in Å, forces in eV/Å.

Results of the Löwdin charge analysis, in e, for atoms 1 through 6: number 1, C, carries -0.03; number 2, C, carries -0.68; number 3, C, carries -0.59; number 4, S, carries 0.58; number 5, S, carries 0.79; number 6, C, carries -0.48



Record 3
DFT (ωB97M-V/def2-TZVPD) results for C38H27BrN6O3SV as an isolated structure.

## Properties
HOMO level (alpha / beta), eV: -7.36 / -7.78
<S²>: 3.803
Energy above the lowest of the compared OMol25 structures with the same formula, charge and spin, kJ/mol: 49.9
Calculated total energy, eV: -161491.2221
Total charge: 0
Spin multiplicity: 4

Structure (XYZ):
```
77
Properties=species:S:1:pos:R:3:forces:R:3
V -0.543 -0.103 0.970 -0.29 0.37 -0.91
N 0.172 -1.399 -0.524 -0.12 -0.37 -0.30
C -0.356 -2.645 -1.034 0.16 0.25 0.22
C 0.552 -3.566 -1.543 0.06 -0.09 0.00
C 0.122 -4.768 -2.080 0.02 0.03 0.01
C -1.235 -5.051 -2.092 -0.03 0.04 0.02
C -2.134 -4.130 -1.575 0.00 -0.09 -0.04
C -1.727 -2.900 -1.051 -0.17 0.13 0.07
C -2.729 -1.943 -0.488 0.25 -0.20 -0.03
C -4.060 -2.035 -0.913 -0.07 0.02 -0.02
C -5.055 -1.265 -0.339 0.02 0.01 0.02
C -4.735 -0.387 0.691 0.07 -0.04 -0.04
C -3.407 -0.268 1.063 0.00 -0.04 0.11
C -2.360 -1.003 0.481 -0.54 0.10 0.09
H 0.169 -0.735 -1.309 0.04 0.05 -0.12
H 1.169 -1.511 -0.372 0.08 -0.04 0.02
H 1.610 -3.322 -1.521 -0.06 -0.01 -0.01
H 0.840 -5.475 -2.479 -0.03 0.03 0.03
H -1.596 -5.991 -2.492 0.00 0.03 0.03
H -3.184 -4.388 -1.549 0.03 0.00 -0.02
H -4.326 -2.706 -1.722 0.00 0.01 0.04
H -6.078 -1.352 -0.686 0.03 0.00 0.01
H -5.514 0.194 1.172 0.04 -0.02 -0.04
H -2.650 1.632 1.570 0.14 0.11 0.04
O 5.333 4.029 -4.573 -0.04 0.00 -0.03
N 5.353 3.359 -3.564 -0.41 -0.31 0.25
O 6.253 3.377 -2.749 0.08 -0.01 -0.05
C 4.191 2.435 -3.315 0.60 0.26 0.49
C 3.398 2.233 -4.367 -0.36 -0.11 -0.44
C 2.279 1.348 -4.282 0.17 0.20 -0.15
C 1.432 1.142 -5.382 0.03 0.10 -0.15
C 0.372 0.292 -5.257 -0.14 -0.12 0.03
C 0.182 -0.345 -4.021 -0.02 0.01 -0.03
N 0.973 -0.172 -2.987 0.04 -0.06 -0.01
C 2.016 0.666 -3.095 0.09 -0.11 0.34
C 2.896 0.870 -1.940 -0.13 -0.01 0.15
N 2.639 0.172 -0.803 0.12 0.14 -0.57
C 3.417 0.355 0.238 0.06 0.00 -0.01
C 4.457 1.294 0.263 -0.08 -0.15 0.23
C 4.730 2.005 -0.866 0.03 0.18 -0.18
C 3.969 1.781 -2.035 0.14 0.13 -0.09
H 3.613 2.744 -5.295 -0.03 -0.01 -0.01
H 1.631 1.663 -6.313 -0.01 -0.02 0.05
H -0.310 0.108 -6.077 0.02 0.01 0.04
H -0.657 -1.020 -3.873 0.04 0.04 -0.02
H 3.215 -0.264 1.106 -0.03 0.05 0.00
H 5.030 1.447 1.169 -0.03 -0.04 -0.05
H 5.523 2.732 -0.869 0.00 -0.03 -0.02
O -4.797 1.151 5.329 0.05 -0.02 -0.06
C -3.816 0.792 4.455 -0.08 0.01 0.11
C -2.674 0.108 4.867 0.28 -0.16 -0.06
C -1.655 -0.191 3.913 -0.15 0.01 0.35
N -1.718 0.118 2.668 -0.83 0.45 0.10
C -2.941 0.736 2.137 -0.16 -0.34 0.00
Br -1.147 1.638 -0.904 0.07 0.02 -0.01
C -3.964 1.120 3.138 0.00 0.05 -0.14
H -4.559 0.866 6.218 -0.01 0.00 0.00
H -2.539 -0.189 5.899 0.03 -0.01 -0.03
H -0.759 -0.711 4.239 -0.01 0.03 0.02
H -4.836 1.675 2.812 0.03 -0.05 0.02
S 2.638 -0.967 4.017 0.13 0.13 0.09
C 2.130 -2.505 3.474 -0.04 -0.07 -0.04
C 1.156 -2.414 2.522 -0.06 0.19 -0.11
C 0.778 -1.066 2.189 0.59 -0.45 0.61
C 1.524 -0.189 2.939 0.00 0.24 0.13
C 1.358 1.267 2.864 -0.19 -0.29 -0.13
C 2.079 2.178 3.628 0.08 -0.02 0.09
C 1.807 3.526 3.505 0.07 0.07 0.06
C 0.818 3.943 2.628 -0.02 0.03 0.00
C 0.150 2.986 1.887 0.06 -0.21 -0.04
N 0.411 1.679 1.987 0.46 -0.07 0.20
H 2.577 -3.396 3.893 -0.05 0.06 -0.05
H 0.709 -3.290 2.067 0.01 0.02 0.00
H 2.838 1.820 4.314 -0.03 0.03 -0.03
H 2.362 4.250 4.091 -0.03 -0.05 -0.02
H 0.571 4.988 2.505 0.00 -0.02 0.00
H -0.608 3.255 1.163 0.00 -0.02 -0.04
```
Positions in Å, forces in eV/Å.

Results of the Löwdin charge analysis, in e, for atoms 1 through 6: number 1, V, carries 0.58; number 2, N, carries -0.01; number 3, C, carries -0.22; number 4, C, carries -0.03; number 5, C, carries -0.09; number 6, C, carries -0.09



Record 4
DFT (ωB97M-V/def2-TZVPD) results for a 3-piece molecular cluster, C35H61N2O4P overall.

## Properties
HOMO level, eV: -8.08
Structure (SMILES): CC(=O)NCCCCc1c(CCN)c(P(C)C)c(C[C@@H](C)O)c2c1C(=O)C=CC2=O.CCCCCC.CCCCCC
Calculated total energy, eV: -57742.7701
Total charge: 0

Structure (XYZ):
```
103
Properties=species:S:1:pos:R:3:forces:R:3
C 4.185 -3.777 0.695 0.04 0.26 0.26
C 5.151 -2.740 1.224 -0.06 0.06 -0.08
O 6.187 -3.085 1.712 0.76 -0.13 0.08
N 4.829 -1.357 1.134 -0.80 -0.28 0.12
C 3.413 -1.001 1.358 0.28 0.41 -0.48
C 2.543 -0.871 0.094 -0.38 0.03 0.22
C 1.364 -1.861 0.003 0.20 0.46 0.31
C 0.056 -1.265 0.579 0.39 0.02 -0.16
C -0.757 -0.487 -0.429 -0.03 0.49 -0.04
C -1.369 -1.151 -1.519 -0.23 0.62 -0.38
C -1.331 -2.658 -1.658 -0.31 -0.06 0.40
C -1.936 -3.464 -0.485 0.40 -0.26 0.24
N -0.994 -4.366 0.199 -0.01 0.02 -0.03
C -2.058 -0.409 -2.515 0.17 -0.19 0.84
P -2.809 -1.161 -4.020 -0.31 1.03 -1.15
C -4.218 -2.190 -3.463 0.41 -0.34 0.22
C -1.585 -2.295 -4.796 -0.16 -0.78 0.64
C -2.223 0.998 -2.385 0.20 -0.18 0.11
C -3.008 1.803 -3.401 0.08 -0.19 0.18
C -2.191 2.352 -4.582 0.03 0.30 -0.23
C -0.781 1.815 -4.731 0.04 -0.06 -0.06
O -2.944 2.110 -5.775 -0.20 -0.16 0.05
C -1.665 1.637 -1.266 0.10 -0.67 -0.13
C -0.934 0.906 -0.302 -0.11 -0.38 -0.55
C -0.390 1.712 0.843 -0.33 -0.06 -0.21
O 0.679 1.544 1.374 0.55 -0.33 0.34
C -1.240 2.838 1.284 -0.39 0.15 0.03
C -1.905 3.523 0.368 -0.28 0.03 0.17
C -1.816 3.106 -1.047 0.13 -0.54 0.29
O -1.840 3.924 -1.929 -0.11 0.49 -0.57
H 3.801 -3.464 -0.270 -0.20 -0.09 -0.11
H 3.368 -3.899 1.401 -0.23 -0.02 -0.04
H 4.715 -4.718 0.631 0.05 -0.15 -0.10
H 5.137 -0.971 0.251 0.37 0.09 0.10
H 3.442 -0.035 1.855 -0.10 0.08 0.16
H 2.968 -1.697 2.065 0.04 -0.14 0.11
H 3.164 -0.914 -0.799 0.16 -0.19 -0.07
H 2.113 0.124 0.102 -0.02 0.27 -0.14
H 1.261 -2.142 -1.038 -0.20 -0.31 -0.06
H 1.603 -2.726 0.614 0.04 -0.35 -0.23
H 0.372 -0.623 1.387 -0.11 0.23 0.22
H -0.546 -2.034 1.048 -0.12 -0.21 -0.19
H -0.328 -3.010 -1.881 0.19 -0.07 0.09
H -1.920 -2.930 -2.516 0.03 0.08 -0.24
H -2.391 -2.792 0.240 -0.12 0.13 0.04
H -2.734 -4.091 -0.878 -0.20 0.06 -0.10
H -0.064 -4.293 -0.187 0.06 0.01 -0.06
H -0.917 -4.159 1.185 -0.06 -0.02 0.05
H -4.531 -2.817 -4.294 0.02 -0.02 -0.21
H -5.038 -1.511 -3.257 -0.14 0.05 0.22
H -4.026 -2.846 -2.613 -0.11 0.06 0.13
H -1.669 -2.236 -5.874 0.02 0.25 -0.17
H -0.566 -2.084 -4.487 0.13 0.22 -0.04
H -1.779 -3.335 -4.522 0.06 -0.08 -0.02
H -3.484 2.628 -2.888 -0.07 0.22 0.04
H -3.812 1.211 -3.818 0.00 -0.22 -0.11
H -2.112 3.431 -4.459 0.04 0.12 0.19
H -0.165 2.058 -3.869 0.03 0.07 0.09
H -0.336 2.270 -5.613 0.14 0.07 -0.06
H -0.758 0.738 -4.877 -0.12 -0.16 0.00
H -2.739 2.803 -6.406 0.05 0.02 -0.05
H -1.248 3.103 2.329 0.24 0.06 0.16
H -2.505 4.393 0.585 0.08 0.22 0.03
C 2.012 3.278 -2.353 0.08 -0.08 0.06
C 2.738 3.228 -1.010 -0.14 -0.04 -0.06
C 2.668 4.538 -0.230 0.03 0.00 0.06
C 3.323 5.735 -0.921 -0.03 0.00 -0.05
C 4.799 5.544 -1.270 0.02 0.07 0.07
C 5.689 5.322 -0.051 0.01 -0.04 -0.11
H 2.455 4.014 -3.026 -0.03 0.02 -0.01
H 2.059 2.308 -2.852 -0.02 0.00 -0.02
H 0.958 3.534 -2.218 0.01 0.05 -0.02
H 3.779 2.933 -1.167 0.01 0.02 0.02
H 2.287 2.441 -0.400 0.06 -0.01 0.03
H 3.123 4.388 0.753 0.00 0.01 0.00
H 1.617 4.781 -0.039 -0.01 -0.02 -0.01
H 3.223 6.609 -0.270 0.02 0.01 0.00
H 2.772 5.977 -1.834 -0.01 -0.01 0.01
H 5.144 6.435 -1.803 0.01 -0.01 -0.03
H 4.916 4.710 -1.968 -0.02 0.00 -0.01
H 5.613 6.162 0.643 -0.02 -0.01 0.03
H 6.734 5.227 -0.347 0.01 0.01 0.03
H 5.417 4.413 0.487 0.00 0.01 0.02
C -4.611 -2.971 6.315 0.08 -0.09 0.01
C -3.112 -2.933 6.594 -0.10 0.06 0.03
C -2.429 -1.665 6.083 0.07 -0.02 0.01
C -2.500 -1.463 4.569 -0.06 0.03 -0.02
C -1.915 -2.606 3.741 0.09 0.04 -0.01
C -0.426 -2.833 3.986 -0.09 -0.04 -0.11
H -4.824 -2.961 5.245 -0.01 0.02 0.00
H -5.058 -3.876 6.728 -0.03 0.01 0.00
H -5.113 -2.114 6.769 -0.01 0.02 -0.03
H -2.636 -3.818 6.163 0.02 0.01 0.00
H -2.952 -2.998 7.674 0.03 -0.03 0.00
H -1.383 -1.673 6.402 0.00 0.01 -0.01
H -2.884 -0.797 6.569 -0.01 -0.01 0.01
H -1.973 -0.537 4.317 0.01 -0.01 -0.01
H -3.540 -1.306 4.268 0.00 0.00 0.01
H -2.070 -2.373 2.682 -0.03 -0.01 -0.01
H -2.464 -3.532 3.930 -0.02 0.01 0.01
H 0.145 -1.927 3.767 0.02 0.00 0.03
H -0.048 -3.633 3.345 0.07 0.00 0.03
H -0.223 -3.121 5.018 0.01 0.00 0.00
```
Positions in Å, forces in eV/Å.

Results of the Löwdin charge analysis, in e, for atoms 1 through 6: number 1, C, carries 0.00; number 2, C, carries -0.51; number 3, O, carries 0.10; number 4, N, carries 0.03; number 5, C, carries -0.19; number 6, C, carries -0.17